1.
C13H14Br2N2OS4SbTc as an isolated structure, computed with ωB97M-V/def2-TZVPD.

Atoms and positions in Å:
Tc 0.796 0.075 0.370
Br 0.897 0.168 3.009
C -0.772 0.873 3.709
Br -1.617 2.209 2.635
H -0.522 1.322 4.663
H -1.451 0.036 3.815
S 5.190 0.163 -1.485
Sb 5.242 0.182 0.730
S 3.709 -1.238 1.857
S 2.394 -1.805 0.398
S 6.919 0.933 1.938
C 0.865 3.466 0.114
C 1.194 2.030 0.297
O 2.367 1.641 0.452
H 1.689 3.989 -0.372
H 0.712 3.900 1.105
H -0.059 3.581 -0.449
C -0.766 -0.615 0.373
C -2.028 -1.316 0.405
C -2.050 -2.686 0.682
C -3.254 -3.369 0.702
C -4.439 -2.694 0.442
C -4.425 -1.332 0.170
C -3.225 -0.642 0.155
H -1.115 -3.196 0.874
H -3.268 -4.429 0.915
H -5.377 -3.232 0.444
H -5.351 -0.809 -0.028
H -3.200 0.420 -0.047
N 2.091 -0.145 -2.385
C 1.988 0.104 -3.695
C 0.702 0.543 -3.927
C 0.096 0.546 -2.668
N 0.951 0.125 -1.743
H 2.929 -0.399 -1.858
H 2.825 -0.051 -4.352
H 0.268 0.831 -4.866
H -0.905 0.820 -2.382

Cartesian forces (eV/Å) of the 6 atoms listed first:
Tc 0.3 -0.5 0.2
Br 0.1 0.1 -0.1
C -0.1 0.0 0.1
Br 0.0 0.0 0.0
H 0.0 -0.1 0.0
H 0.0 0.0 0.0

- Kohn-Sham gap: 6.7 eV
- LUMO energy: -0.04218 Ha
- Energy above the lowest of the compared OMol25 structures with the same formula, charge and spin: 0.882 eV
- E: -7750.317466 hartree
- HOMO level: -7.8 eV

Results of the Mulliken charge analysis, in e, for atoms 1 through 6: Tc 0.2475; Br 0.0334; C -0.5991; Br -0.1051; H 0.4034; H 0.3606

***

2.
C43H38FFeN12O4Se as an isolated structure in a non-equilibrium geometry, computed with ωB97M-V/def2-TZVPD.

Atoms and positions in Å:
Fe -0.437 0.053 3.700
N -3.351 1.876 6.523
C -2.181 2.453 6.943
C -1.206 1.828 6.180
N -1.788 0.968 5.293
C -3.092 0.972 5.536
C -4.229 0.258 4.948
N -4.296 -1.058 4.698
C -5.607 -1.311 4.462
C -6.378 -0.164 4.521
N -5.496 0.818 4.833
H -4.291 2.012 6.878
H -2.119 3.233 7.715
H -0.109 1.949 6.220
H -5.918 -2.322 4.381
H -7.449 -0.042 4.484
H -5.699 1.807 4.795
C 7.285 -0.775 2.079
C 6.564 0.545 2.042
N 5.123 0.493 1.877
C 4.386 0.782 2.981
C 2.998 0.638 3.069
C 2.352 1.326 4.254
O 3.107 2.065 4.929
O 1.071 1.199 4.465
C 2.235 -0.027 1.998
O 1.033 -0.400 2.053
C 3.062 -0.243 0.759
C 2.418 -0.541 -0.443
C 3.182 -0.673 -1.604
F 2.446 -0.701 -2.781
C 4.612 -0.545 -1.665
C 5.210 -0.256 -0.467
C 4.489 0.010 0.716
N 5.336 -0.819 -2.845
C 4.848 -1.909 -3.683
C 5.914 -2.462 -4.604
N 6.618 -1.362 -5.349
C 7.235 -0.387 -4.367
C 6.186 0.203 -3.445
H 8.370 -0.638 2.222
H 7.073 -1.355 1.177
H 6.949 -1.357 2.933
H 6.960 1.195 1.225
H 6.678 1.072 3.010
H 4.832 1.279 3.817
H 1.357 -0.728 -0.468
H 6.331 -0.108 -0.406
H 4.039 -1.549 -4.274
H 4.422 -2.690 -3.019
H 5.393 -3.085 -5.307
H 6.629 -3.088 -4.102
H 6.036 -0.939 -6.070
H 7.380 -1.780 -5.965
H 7.792 0.332 -4.946
H 7.991 -0.996 -3.861
H 5.649 0.930 -4.023
H 6.719 0.768 -2.640
C -6.822 0.798 -8.438
O -6.452 -0.330 -7.690
C -5.873 -0.082 -6.463
C -5.942 1.142 -5.780
C -5.348 1.291 -4.534
C -4.750 0.159 -3.908
C -4.695 -1.051 -4.573
C -5.225 -1.181 -5.859
C -4.101 0.234 -2.605
N -3.809 -0.851 -1.895
C -3.272 -0.411 -0.715
C -3.203 0.972 -0.693
N -3.749 1.405 -1.906
C -2.532 1.704 0.340
C -2.106 3.062 0.312
C -1.280 3.574 1.290
C -0.886 2.773 2.359
N -1.246 1.449 2.394
C -2.027 0.928 1.420
C -2.201 -0.509 1.432
N -1.795 -1.192 2.499
C -1.997 -2.516 2.590
C -2.608 -3.255 1.568
C -3.010 -2.605 0.394
C -2.813 -1.205 0.350
H -7.159 0.442 -9.432
H -5.999 1.534 -8.573
H -7.731 1.314 -8.015
H -6.438 1.974 -6.250
H -5.276 2.316 -4.083
H -4.203 -1.852 -4.069
H -5.184 -2.165 -6.311
H -4.233 2.285 -2.088
H -2.423 3.660 -0.520
H -0.909 4.589 1.175
H -0.273 3.159 3.193
H -1.636 -2.993 3.497
H -2.675 -4.339 1.691
H -3.434 -3.098 -0.442
Se 0.395 -3.959 6.488
C 0.150 -2.476 5.530
N 0.108 -1.448 4.936

Cartesian forces (eV/Å) of the 6 atoms listed first:
Fe 1.5 -0.9 2.0
N -0.4 -0.2 -0.3
C 0.8 -0.3 -0.3
C 0.4 1.1 0.9
N 0.0 -0.8 -0.6
C -0.3 0.9 0.2

- Kohn-Sham gap (alpha / beta): 6.4 / 5.3 eV
- LUMO energy (alpha / beta): -0.17501 / -0.20760 Ha
- Energy above the lowest of the compared OMol25 structures with the same formula, charge and spin: 0.000 eV
- E: -6384.067125 hartree
- Expectation value of S²: 8.767
- HOMO level (alpha / beta): -11.1 / -10.9 eV
- Spin multiplicity: 6
- Total charge: +2

Results of the Mulliken charge analysis, in e, for atoms 1 through 6: Fe 0.9983; N -0.0912; C -0.7117; C -0.5869; N 0.3101; C 0.1913

***

3.
A 16-piece molecular cluster, C17H64IN26O17 overall in a non-equilibrium geometry, computed with ωB97M-V/def2-TZVPD.

Atoms and positions in Å:
I -0.136 -0.042 0.632
C -0.314 -0.723 4.824
C 0.193 -2.121 4.264
O -0.372 -3.222 5.056
O 0.432 0.327 4.220
H -0.107 -0.854 5.886
H -1.395 -0.646 4.708
H 1.269 -2.282 4.325
H -0.007 -2.145 3.192
H -0.192 -4.086 4.678
H 0.409 0.249 3.263
C 0.036 3.315 3.829
C -1.438 3.296 3.442
O -1.666 3.695 2.116
O 0.549 4.692 3.760
H 0.550 2.705 3.086
H 0.117 3.008 4.871
H -2.004 3.967 4.088
H -1.843 2.289 3.544
H -1.526 3.191 1.311
H 0.525 4.768 2.803
C 1.242 3.571 -2.966
O 1.024 3.454 -4.173
N 1.394 2.573 -2.175
N 1.509 4.701 -2.437
H 1.084 1.645 -2.423
H 2.006 2.729 -1.386
H 1.666 4.719 -1.439
H 1.865 5.453 -3.010
C -3.809 -0.812 2.858
O -4.907 -1.015 3.336
N -2.834 -1.684 2.934
N -3.452 0.204 2.102
H -3.195 -2.590 3.196
H -2.184 -1.667 2.162
H -4.126 0.943 1.962
H -2.558 0.203 1.631
C 5.068 2.011 -1.921
O 5.217 3.050 -1.356
N 5.650 1.551 -2.977
N 4.317 1.084 -1.495
H 6.448 2.045 -3.351
H 5.384 0.658 -3.368
H 3.894 1.088 -0.578
H 4.487 0.147 -1.834
C 3.978 1.756 3.180
O 4.174 1.084 2.269
N 3.010 1.668 4.048
N 4.529 2.913 3.179
H 3.045 2.334 4.806
H 2.337 0.915 4.074
H 5.200 3.032 2.434
H 4.560 3.469 4.022
C 4.418 -2.287 1.999
O 4.667 -3.483 1.916
N 3.238 -1.800 1.738
N 5.245 -1.356 2.252
H 3.198 -0.796 1.629
H 2.670 -2.399 1.155
H 6.226 -1.496 2.445
H 4.894 -0.411 2.312
C -2.327 -4.573 -2.926
O -1.533 -5.290 -3.419
N -3.505 -4.304 -3.393
N -2.206 -3.975 -1.789
H -3.946 -3.511 -2.949
H -3.682 -4.743 -4.286
H -1.400 -4.219 -1.232
H -2.956 -3.488 -1.319
C 0.388 -4.530 1.003
O 0.097 -5.524 1.655
N 1.585 -4.282 0.593
N -0.481 -3.652 0.697
H 2.286 -4.995 0.737
H 1.636 -3.687 -0.222
H -0.172 -2.699 0.569
H -1.425 -3.751 1.044
C -2.643 3.359 -2.439
O -2.754 2.391 -3.075
N -3.198 4.505 -2.858
N -1.878 3.538 -1.434
H -3.442 5.151 -2.121
H -3.725 4.420 -3.715
H -0.963 3.122 -1.542
H -2.032 4.476 -1.094
C 2.574 4.877 0.911
O 1.799 5.547 0.293
N 3.594 5.337 1.507
N 2.317 3.659 1.379
H 4.182 6.063 1.126
H 3.943 4.748 2.249
H 2.941 3.192 2.022
H 1.376 3.349 1.181
C -0.908 -0.297 -4.745
O -0.403 -1.366 -5.079
N -1.743 0.327 -5.464
N -0.718 0.383 -3.666
H -2.192 1.152 -5.092
H -2.214 -0.228 -6.164
H -1.223 1.236 -3.473
H -0.280 -0.224 -2.988
C 1.727 -2.732 -2.715
O 2.269 -3.352 -1.807
N 0.540 -2.998 -3.281
N 2.378 -1.895 -3.504
H -0.131 -3.623 -2.856
H 0.368 -2.316 -4.005
H 3.362 -1.869 -3.281
H 2.042 -1.653 -4.426
C -4.436 -4.260 0.383
O -3.418 -3.682 0.624
N -5.314 -3.805 -0.511
N -4.838 -5.361 0.934
H -5.043 -2.933 -0.943
H -6.257 -4.156 -0.599
H -5.670 -5.680 0.459
H -4.219 -5.929 1.496
C -4.146 -0.665 -2.606
O -4.596 -1.841 -2.642
N -4.352 0.117 -3.562
N -3.343 -0.242 -1.719
H -4.984 -0.228 -4.270
H -4.229 1.119 -3.576
H -3.081 -0.817 -0.931
H -3.057 0.724 -1.794

Cartesian forces (eV/Å) of the 6 atoms listed first:
I 0.1 0.5 -0.2
C 1.0 -2.7 -0.3
C -0.3 -0.4 0.5
O -0.4 1.5 -0.3
O 0.1 0.1 1.2
H 0.2 0.9 0.2

- Kohn-Sham gap: 7.9 eV
- LUMO energy: 0.06188 Ha
- E: -3687.004244 hartree
- HOMO level: -6.3 eV
- Total charge: -1

Results of the Mulliken charge analysis, in e, for atoms 1 through 6: I -0.4079; C -0.5996; C 0.1436; O -0.6507; O -0.1218; H 0.2896